No. 1
DFT (ωB97M-V with the def2-TZVPD basis set) results for 2 unconnected molecules or ions with the total composition C2H9N2.

## Properties
total charge	+2
E_LUMO (alpha / beta)	-12.777 / -16.845	eV
total energy	-190.2156	a.u.
spin multiplicity	2
<S²>	0.8173
HOMO (alpha / beta)	-18.1371 / -18.1369	eV

The geometry in XYZ format:
```
13
Properties=species:S:1:pos:R:3:nbo_charge:R:1
C 2.11409 0.50404 2.69914 -0.841
H 1.72120 0.14881 3.63536 0.239
H 1.42506 0.31161 1.91359 0.143
H 2.09934 1.62316 2.70227 0.230
H 3.06464 0.04621 2.32359 0.232
N -2.15491 0.39773 -2.18388 -0.317
C -0.96436 0.00971 -1.61632 0.348
N -0.56973 -1.25312 -1.40889 -0.324
H -2.55371 -0.25432 -2.90851 0.481
H -2.75207 1.18978 -1.93961 0.511
H -0.51649 0.68341 -0.94785 0.308
H 0.36342 -1.42977 -1.02253 0.501
H -1.27647 -1.97727 -1.24634 0.488
```


No. 2
DFT (ωB97M-V with the def2-TZVPD basis set) results for 2 unconnected molecules or ions with the total composition C2H9N2O.

## Properties
total charge	0
E_LUMO (alpha / beta)	0.612 / 0.593	eV
total energy	-266.2691	a.u.
spin multiplicity	2
<S²>	0.7529
HOMO (alpha / beta)	-4.7218 / -8.6927	eV

The geometry in XYZ format:
```
14
Properties=species:S:1:pos:R:3:nbo_charge:R:1
C -0.47781 2.30716 1.00021 -0.405
N 1.27675 -0.58617 -0.28652 -0.838
C 0.93119 0.73300 -0.15735 0.044
N -0.34741 1.21882 0.02817 -0.640
H 0.04318 2.07064 1.93337 0.169
H 0.04450 3.20167 0.65733 0.188
H -1.52547 2.51621 1.18398 0.191
H 0.69642 -1.37923 -0.09033 0.400
H 2.09720 -0.79769 -0.81623 0.379
H 1.60697 1.42379 -0.66621 0.145
H -1.10359 0.56315 0.19376 0.364
H -0.68327 -3.64164 -0.98194 0.473
H -1.87599 -3.11197 -0.22197 0.475
O -0.99624 -2.83946 -0.53818 -0.944
```